(1)
72
Properties=species:S:1:pos:R:3:lowdin_charge:R:1 method="wB97M-V/def2-TZVPD" lumo_ev="2.409 / 2.409" s_squared=1.032 orbital_gap_ev="7.3 / 7.2" homo_energy_ev="-4.86 / -4.79" spin_multiplicity=2 charge=-1
Co -0.123 -0.454 -0.967 0.392
C 5.247 2.925 0.528 -0.180
Si 4.184 2.793 -1.015 0.502
C 5.278 3.047 -2.519 -0.182
C 2.935 4.172 -0.940 -0.218
C 3.543 1.029 -1.057 -0.243
C 4.455 0.013 -0.816 -0.092
C 4.066 -1.322 -0.720 -0.069
C 2.726 -1.606 -0.848 -0.111
N 1.833 -0.657 -1.103 -0.057
C 2.198 0.637 -1.223 -0.721
S 0.826 1.644 -1.543 0.660
H 5.672 3.927 0.629 0.025
H 6.072 2.209 0.524 0.019
H 4.634 2.719 1.409 0.037
H 5.759 4.028 -2.493 0.024
H 4.693 2.980 -3.439 0.031
H 6.061 2.286 -2.568 0.023
H 3.473 5.118 -0.827 0.027
H 2.267 4.039 -0.088 0.024
H 2.315 4.217 -1.835 0.008
H 5.505 0.257 -0.682 0.095
H 4.781 -2.112 -0.534 0.093
H 2.339 -2.616 -0.774 0.117
C -0.001 0.138 3.388 -0.009
C 0.520 0.067 1.950 -0.696
O 1.667 0.429 1.721 0.021
O -0.323 -0.427 1.110 -0.164
H 0.604 0.833 3.966 0.072
H 0.076 -0.849 3.852 0.055
H -1.049 0.442 3.413 0.061
C -3.188 2.809 2.172 -0.075
C -4.323 3.087 1.189 -0.412
C -3.933 4.180 0.198 -0.077
C -4.776 1.813 0.469 -0.110
N -3.721 1.222 -0.334 -0.087
C -2.740 0.400 0.022 -0.146
N -2.008 0.169 -1.036 -0.047
N -2.559 0.857 -2.056 0.040
N -3.589 1.491 -1.649 0.073
H -2.945 3.710 2.736 0.080
H -2.278 2.499 1.652 0.079
H -3.457 2.028 2.887 0.078
H -5.198 3.422 1.756 0.132
H -3.051 3.890 -0.375 0.078
H -3.696 5.104 0.728 0.077
H -4.738 4.387 -0.509 0.078
H -5.599 2.023 -0.212 0.125
H -5.104 1.060 1.186 0.131
H -2.558 0.002 1.002 0.112
C -1.027 -5.296 -0.285 -0.057
N -1.077 -4.450 0.887 -0.160
C -0.056 -4.467 1.916 -0.118
C -0.295 -3.135 2.642 -0.154
N -1.624 -2.745 2.179 0.021
C -1.947 -3.435 1.031 -0.847
S -3.171 -3.071 -0.028 0.628
H -0.244 -6.039 -0.144 0.089
H -0.801 -4.703 -1.168 0.053
H -1.980 -5.802 -0.439 0.080
H 0.939 -4.524 1.473 0.119
H -0.185 -5.326 2.583 0.116
H 0.452 -2.391 2.358 0.098
H -0.282 -3.258 3.725 0.109
H -1.806 -1.755 2.113 0.078
O -0.404 -2.108 -2.029 -0.235
N -1.489 -2.231 -2.707 -0.028
C -1.512 -3.231 -3.550 -0.333
C -2.701 -3.450 -4.315 -0.199
N -3.638 -3.661 -4.950 0.127
C -0.403 -4.129 -3.730 -0.208
N 0.476 -4.856 -3.884 0.144

---

(2)
86
Properties=species:S:1:pos:R:3:lowdin_charge:R:1 method="wB97M-V/def2-TZVPD" de_lowest_kj_mol=3.7 lumo_ev="0.338 / -0.256" s_squared=2.007 orbital_gap_ev="5.8 / 6.2" homo_energy_ev="-5.44 / -6.46" spin_multiplicity=3
Pd -0.115 -0.525 0.306 0.611
C 2.049 -2.794 -1.819 -0.153
C 2.780 -2.826 -0.479 -0.527
C 4.284 -2.918 -0.725 -0.123
P 2.088 -1.513 0.639 1.039
C 2.225 -2.252 2.328 -0.534
C 3.606 -2.817 2.655 -0.109
C 1.806 -1.239 3.390 -0.117
C 3.085 -0.002 0.752 -0.287
C 4.469 0.092 0.621 -0.104
C 5.134 1.299 0.741 -0.106
C 4.392 2.447 0.999 -0.091
C 3.026 2.383 1.167 -0.043
C 2.332 1.160 1.081 -0.322
N 0.962 1.084 1.210 -0.095
C 0.257 1.979 1.993 -0.317
C 0.752 2.556 3.174 -0.037
C -0.025 3.426 3.917 -0.085
C -1.319 3.750 3.526 -0.099
C -1.833 3.164 2.380 -0.108
C -1.073 2.283 1.621 -0.303
P -1.689 1.407 0.164 1.027
C -1.493 2.601 -1.238 -0.545
C -2.436 3.800 -1.195 -0.110
C -0.036 3.058 -1.306 -0.128
C -3.498 1.216 0.411 -0.560
C -4.075 0.485 -0.801 -0.123
C -3.794 0.454 1.698 -0.104
H 2.370 -3.638 -2.434 0.076
H 2.274 -1.874 -2.362 0.064
H 0.967 -2.842 -1.691 0.041
H 2.466 -3.737 0.048 0.108
H 4.633 -2.066 -1.310 0.077
H 4.495 -3.819 -1.306 0.079
H 4.871 -2.968 0.190 0.054
H 1.497 -3.072 2.323 0.101
H 4.371 -2.041 2.579 0.076
H 3.886 -3.644 2.003 0.060
H 3.619 -3.188 3.682 0.079
H 2.521 -0.413 3.431 0.079
H 1.797 -1.723 4.368 0.084
H 0.818 -0.823 3.201 0.052
H 5.047 -0.796 0.424 0.075
H 6.208 1.345 0.626 0.095
H 4.887 3.408 1.070 0.102
H 2.470 3.291 1.357 0.108
H 1.749 2.312 3.512 0.111
H 0.387 3.846 4.826 0.102
H -1.919 4.431 4.113 0.096
H -2.850 3.384 2.076 0.100
H -1.705 2.009 -2.138 0.079
H -2.280 4.377 -0.281 0.076
H -3.487 3.511 -1.241 0.062
H -2.240 4.465 -2.039 0.078
H 0.204 3.687 -0.445 0.078
H 0.122 3.651 -2.209 0.079
H 0.658 2.219 -1.312 0.046
H -3.956 2.210 0.474 0.094
H -3.616 -0.502 -0.898 0.069
H -3.909 1.031 -1.732 0.061
H -5.152 0.350 -0.682 0.079
H -3.287 -0.512 1.704 0.053
H -4.868 0.271 1.778 0.083
H -3.471 1.001 2.583 0.071
F -1.085 -2.393 2.595 0.125
B -1.135 -2.079 1.291 -0.746
F -1.868 -2.951 0.576 0.110
C 0.907 -0.265 -6.853 -0.077
C -0.546 -0.717 -6.783 -0.415
C -0.652 -2.218 -6.535 -0.074
C -1.354 0.080 -5.757 -0.113
N -0.986 -0.219 -4.380 -0.103
C -1.523 -1.078 -3.502 -0.139
N -0.808 -1.066 -2.407 0.020
N 0.182 -0.179 -2.631 -0.036
N 0.096 0.329 -3.800 0.082
H 1.438 -0.825 -7.623 0.080
H 1.420 -0.430 -5.905 0.068
H 0.987 0.796 -7.091 0.081
H -1.023 -0.492 -7.743 0.136
H -0.137 -2.500 -5.614 0.078
H -0.187 -2.771 -7.350 0.082
H -1.689 -2.549 -6.458 0.079
H -2.418 -0.147 -5.842 0.128
H -1.223 1.154 -5.887 0.129
H -2.398 -1.675 -3.689 0.136

---

(3)
38
Properties=species:S:1:pos:R:3:lowdin_charge:R:1 method="wB97M-V/def2-TZVPD" de_lowest_kj_mol=0.0 lumo_ev=4.112 orbital_gap_ev=4.0 homo_energy_ev=0.10 charge=-2
Cu -1.627 0.543 2.409 0.287
O -3.173 2.042 1.863 -0.491
H -2.860 2.275 0.967 -0.163
O -2.919 -0.271 4.117 -0.537
H -2.978 -0.859 4.895 -0.179
As 0.866 2.923 3.463 0.898
F -0.643 2.409 4.312 -0.282
F -0.302 3.678 2.322 -0.301
F 2.271 3.451 2.461 -0.325
F 1.959 2.175 4.671 -0.307
F 0.725 1.416 2.561 -0.290
F 0.922 4.484 4.392 -0.329
C 0.873 -4.013 -2.155 -0.088
C 0.226 -3.846 -0.840 -0.302
O -0.645 -2.744 -0.834 -0.155
P -0.199 -1.240 -0.555 0.505
O -0.481 -0.662 0.787 -0.222
O 1.333 -1.107 -1.040 -0.204
C 1.904 0.214 -0.997 -0.239
C 3.200 0.092 -1.779 -0.088
O -1.014 -0.500 -1.767 -0.196
C -2.124 0.329 -1.516 -0.268
C -1.960 1.735 -2.175 -0.065
H 0.089 -4.179 -2.895 0.083
H 1.529 -3.186 -2.427 0.070
H 1.538 -4.864 -2.300 0.073
H -0.365 -4.734 -0.614 0.119
H 0.877 -3.740 0.028 0.124
H 1.304 0.846 -1.651 0.112
H 2.057 0.639 -0.005 0.131
H 3.936 -0.586 -1.346 0.071
H 3.007 -0.124 -2.830 0.074
H 3.718 1.048 -1.695 0.074
H -2.855 -0.129 -2.183 0.100
H -2.584 0.279 -0.529 0.110
H -2.878 2.321 -2.212 0.074
H -1.119 2.244 -1.703 0.069
H -1.610 1.642 -3.203 0.055

---

(4)
14
Properties=species:S:1:pos:R:3:lowdin_charge:R:1 method="wB97M-V/def2-TZVPD" smiles=NNn1cccc1 de_lowest_kj_mol=293.9 lumo_ev=1.061 orbital_gap_ev=9.4 homo_energy_ev=-8.39
N 2.357 -0.416 0.344 -0.009
N 1.642 0.299 -0.561 -0.055
N 0.115 0.345 -0.323 -0.107
C -0.359 -0.865 -0.074 -0.190
C -1.717 -0.824 0.085 -0.067
C -2.027 0.652 -0.007 -0.079
C -0.844 1.319 -0.276 -0.100
H 2.453 -1.360 0.004 0.075
H 1.946 -0.396 1.251 0.080
H 1.900 1.220 -0.727 0.081
H 0.330 -1.714 0.096 0.117
H -2.299 -1.698 0.424 0.091
H -2.942 1.074 0.199 0.050
H -0.557 2.365 -0.435 0.113

---

(5)
16
Properties=species:S:1:pos:R:3:lowdin_charge:R:1 method="wB97M-V/def2-TZVPD" smiles="O=[N+]([O-])Cl.Brc1ccccc1" de_lowest_kj_mol=82.0 lumo_ev=-0.920 orbital_gap_ev=8.3 homo_energy_ev=-9.23
O 0.862 3.770 2.113 0.061
N 1.024 3.337 1.058 -0.670
O 1.569 2.383 0.664 0.061
Cl 0.149 4.290 -0.348 0.514
Br -0.934 1.274 3.244 0.700
C -0.641 0.474 1.489 -0.644
C -1.509 0.792 0.424 -0.143
C -1.189 0.261 -0.755 -0.133
C -0.045 -0.419 -1.038 -0.077
C 0.885 -0.663 -0.021 -0.051
C 0.477 -0.329 1.309 -0.132
H -2.422 1.326 0.468 0.103
H -1.721 0.770 -1.550 0.117
H 0.207 -0.759 -2.031 0.106
H 1.738 -1.146 -0.239 0.063
H 1.322 -0.332 2.064 0.125

---

(6)
9
Properties=species:S:1:pos:R:3:lowdin_charge:R:1 method="wB97M-V/def2-TZVPD" de_lowest_kj_mol=310.0 lumo_ev=-0.249 orbital_gap_ev=10.9 homo_energy_ev=-11.18
O -1.286 0.188 -1.352 0.083
C -1.451 -0.333 -0.290 -0.364
C 0.085 1.809 0.919 0.122
N 0.904 1.068 0.492 0.004
C 1.425 -0.095 -0.025 -0.174
N 0.752 -1.173 -0.140 0.110
O -0.533 -1.059 0.409 -0.061
H -2.360 -0.304 0.325 0.150
H 2.464 -0.101 -0.339 0.130